[1]
Density functional theory data (ωB97M-V/def2-TZVPD) for a structure of composition C52H74BN8O4Tl.

XYZ file:
```
140
Properties=species:S:1:pos:R:3:mulliken_charge:R:1
Tl -0.047 -0.532 -0.736 3.297
C 0.954 -3.952 -1.980 -1.028
N 1.294 -3.018 -0.908 1.300
C 0.814 -3.537 0.373 -1.111
C 2.730 -2.775 -0.885 -1.582
C 3.115 -1.617 0.015 -1.131
N 2.476 -0.349 -0.333 1.288
C 2.568 0.627 0.800 -0.846
C 2.232 0.081 2.149 -0.127
C 3.217 0.038 3.129 -0.329
C 2.932 -0.354 4.427 -0.347
C 1.612 -0.730 4.677 -0.391
C 0.592 -0.731 3.729 -0.334
C 0.898 -0.264 2.419 -0.389
O -0.022 -0.127 1.484 -0.469
C -0.831 -1.099 4.202 2.888
C -1.712 -1.715 3.110 -1.579
C -0.789 -2.118 5.351 -2.173
C -1.500 0.192 4.701 -1.799
C 3.952 -0.285 5.564 2.059
C 3.945 -1.580 6.389 -1.670
C 3.587 0.893 6.482 -1.594
C 5.372 -0.067 5.039 -2.058
C 3.137 0.232 -1.520 -1.632
C 2.854 1.682 -1.794 0.542
C 3.943 2.466 -2.165 -0.568
C 3.812 3.815 -2.442 -0.722
C 2.544 4.353 -2.241 -0.655
C 1.422 3.624 -1.857 0.853
C 1.555 2.213 -1.705 -0.694
O 0.495 1.441 -1.501 0.237
C 0.152 4.461 -1.579 2.555
C -0.134 5.400 -2.766 -2.072
C 0.408 5.304 -0.320 -1.789
C -1.128 3.662 -1.334 -2.252
C 4.962 4.702 -2.920 1.991
C 5.228 5.819 -1.899 -1.624
C 4.587 5.335 -4.271 -1.588
C 6.256 3.911 -3.113 -2.099
H 1.477 -4.914 -1.857 0.346
H 1.219 -3.533 -2.952 0.307
H -0.122 -4.133 -1.975 0.099
H 1.303 -4.490 0.625 0.434
H -0.262 -3.711 0.311 0.026
H 0.991 -2.820 1.178 0.174
H 3.056 -2.601 -1.915 0.377
H 3.276 -3.660 -0.524 0.464
H 4.209 -1.519 -0.010 0.349
H 2.842 -1.850 1.041 0.431
H 1.884 1.443 0.571 0.109
H 3.582 1.042 0.824 0.866
H 4.223 0.337 2.850 0.447
H 1.361 -1.038 5.686 0.195
H -1.275 -2.652 2.739 0.187
H -1.831 -1.048 2.268 -0.268
H -2.699 -1.943 3.527 0.722
H -0.128 -2.955 5.109 0.391
H -1.794 -2.515 5.520 0.445
H -0.457 -1.680 6.296 0.448
H -1.565 0.921 3.888 0.243
H -0.915 0.636 5.510 0.354
H -2.512 -0.010 5.073 0.460
H 2.970 -1.770 6.843 0.313
H 4.680 -1.513 7.198 0.458
H 4.200 -2.438 5.760 0.356
H 2.594 0.754 6.918 0.307
H 3.578 1.829 5.917 0.332
H 4.312 0.987 7.298 0.450
H 5.654 -0.848 4.326 0.408
H 6.078 -0.098 5.873 0.442
H 5.478 0.905 4.551 0.349
H 2.886 -0.377 -2.391 0.585
H 4.220 0.133 -1.383 0.372
H 4.916 1.988 -2.226 0.602
H 2.425 5.425 -2.364 0.278
H 0.585 6.220 -2.836 0.443
H -1.127 5.846 -2.655 0.471
H -0.109 4.846 -3.709 0.363
H 1.318 5.902 -0.415 0.332
H 0.517 4.658 0.556 0.267
H -0.433 5.982 -0.143 0.472
H -1.393 3.069 -2.211 0.398
H -1.945 4.361 -1.126 0.712
H -1.023 2.984 -0.490 0.051
H 4.341 6.442 -1.749 0.309
H 6.041 6.465 -2.244 0.458
H 5.508 5.395 -0.932 0.341
H 3.691 5.954 -4.186 0.291
H 4.388 4.556 -5.012 0.348
H 5.404 5.964 -4.639 0.454
H 6.609 3.479 -2.172 0.362
H 7.037 4.578 -3.487 0.430
H 6.125 3.104 -3.840 0.388
N 1.136 -1.132 -4.280 -0.040
C -0.011 -0.443 -4.506 0.324
N -0.267 -0.104 -5.764 -0.736
C -1.413 0.552 -5.931 0.212
N -1.759 0.890 -7.191 -0.362
N -2.257 0.902 -4.950 -0.697
C -1.896 0.510 -3.737 0.061
N -0.805 -0.197 -3.447 0.445
C -2.803 0.949 -2.617 0.227
C -4.006 1.573 -2.913 -0.519
C -4.798 2.025 -1.870 -0.901
C -4.368 1.838 -0.567 -1.110
C -3.161 1.196 -0.362 -0.639
N -2.393 0.763 -1.361 0.735
H 1.825 -1.112 -5.010 0.301
H 1.448 -1.179 -3.328 -0.553
H -1.084 0.763 -7.922 0.255
H -2.539 1.505 -7.321 0.244
H -4.293 1.701 -3.946 0.565
H -5.736 2.525 -2.074 0.455
H -4.954 2.182 0.275 0.577
H -2.782 1.015 0.643 0.484
C -7.456 -3.589 1.762 -2.036
C -7.031 -4.535 0.639 1.849
C -6.931 -5.955 1.217 -1.566
C -8.111 -4.502 -0.452 -1.618
C -5.678 -4.140 0.036 0.420
C -5.157 -4.885 -1.029 -0.287
C -3.929 -4.602 -1.623 -2.501
C -3.230 -3.536 -1.111 0.919
O -1.994 -3.030 -1.484 -0.856
B -1.776 -1.960 -0.630 -0.288
O -2.829 -1.789 0.245 -0.317
C -3.730 -2.789 -0.068 0.729
C -4.939 -3.061 0.528 -0.879
H -8.426 -3.906 2.154 0.426
H -7.560 -2.560 1.403 0.391
H -6.742 -3.600 2.591 0.382
H -7.889 -6.253 1.652 0.441
H -6.168 -5.998 1.999 0.363
H -6.666 -6.682 0.446 0.326
H -9.082 -4.771 -0.027 0.442
H -7.891 -5.203 -1.260 0.319
H -8.189 -3.501 -0.886 0.368
H -5.723 -5.724 -1.418 0.430
H -3.551 -5.195 -2.446 0.521
H -5.280 -2.444 1.351 0.582
```

The max |F| comes out at 0.66 eV/A. Its total energy is -2962.38798 Eh. As for the net charge: 0.

=====

[2]
Density functional theory data (ωB97M-V/def2-TZVPD) for a cluster of 4 separate species, C52H75ClF7N2O10PS in total in a non-equilibrium geometry.

XYZ file:
```
149
Properties=species:S:1:pos:R:3:mulliken_charge:R:1
C -1.518 -2.820 2.627 0.360
C -2.568 -2.225 2.515 -1.058
C -3.624 -1.153 2.279 -1.008
C -4.316 -1.291 0.915 -0.371
C -5.721 -1.489 0.873 0.350
Cl -6.711 -1.616 2.341 -0.279
C -6.377 -1.617 -0.379 -0.817
C -5.701 -1.535 -1.618 1.108
C -6.381 -1.683 -2.991 0.038
C -7.919 -1.397 -3.021 -0.966
C -8.283 -0.041 -3.728 -0.768
C -8.410 1.141 -2.712 0.899
F -7.906 2.279 -3.294 -0.337
F -7.728 0.864 -1.555 -0.197
C -9.888 1.427 -2.313 0.541
F -10.599 1.787 -3.411 -0.259
F -10.523 0.360 -1.783 -0.248
F -9.923 2.410 -1.385 -0.239
C -4.273 -1.335 -1.592 -1.332
C -3.646 -1.236 -0.330 1.747
S -1.856 -1.040 -0.276 -0.435
C -1.531 -0.269 -1.872 1.795
C -0.347 0.524 -1.995 -0.414
C 0.641 0.690 -0.830 -0.533
C 1.011 2.182 -0.500 -0.156
C 1.482 2.426 0.965 -0.432
O 0.778 3.119 1.657 -0.489
N 2.727 1.912 1.518 -0.225
C 2.722 0.483 1.610 0.143
C 3.420 -0.396 0.749 -0.320
C 3.328 -1.813 0.886 -0.905
C 2.513 -2.360 1.898 -0.601
C 1.817 -1.493 2.803 -0.650
C 1.929 -0.104 2.645 -0.179
C -0.101 1.133 -3.261 1.642
C 1.164 1.987 -3.541 -2.123
C -1.009 0.960 -4.371 0.131
C -0.770 1.574 -5.758 -1.544
C 0.260 0.653 -6.504 -0.339
F 0.204 0.870 -7.898 -0.361
C -2.179 0.147 -4.186 1.654
P -3.403 -0.172 -5.579 0.405
C -2.505 -0.931 -7.024 -1.116
C -4.246 1.413 -6.087 -1.146
C -2.453 -0.483 -2.922 -2.711
N -3.632 -1.292 -2.865 0.745
F -3.305 -2.583 -3.332 -0.358
H -0.523 -3.251 2.565 0.474
H -3.179 -0.132 2.341 0.164
H -4.325 -1.219 3.133 0.591
H -7.464 -1.800 -0.337 0.303
H -5.900 -0.934 -3.662 -0.361
H -6.115 -2.672 -3.421 0.497
H -8.384 -2.224 -3.605 0.496
H -8.414 -1.412 -2.034 0.345
H -7.502 0.270 -4.454 0.154
H -9.240 -0.183 -4.275 0.354
H 0.288 0.220 0.114 0.237
H 1.573 0.134 -1.087 0.238
H 0.189 2.896 -0.712 0.567
H 1.880 2.450 -1.146 0.043
H 3.551 2.275 1.043 0.396
H 4.037 0.082 -0.038 0.555
H 3.911 -2.410 0.172 0.462
H 2.411 -3.450 2.000 0.420
H 1.215 -1.969 3.594 0.738
H 1.393 0.579 3.329 0.388
H 2.046 1.506 -3.057 0.079
H 1.410 2.060 -4.611 0.509
H 0.985 2.992 -3.101 0.267
H -0.262 2.562 -5.684 0.587
H -1.684 1.741 -6.352 0.177
H 0.114 -0.420 -6.265 0.237
H 1.305 0.894 -6.213 0.348
H -1.718 -1.648 -6.709 0.291
H -3.257 -1.509 -7.598 0.416
H -2.007 -0.196 -7.693 0.307
H -5.347 1.381 -6.019 0.321
H -3.848 2.298 -5.537 0.355
H -4.004 1.616 -7.160 0.376
C 2.372 -3.684 7.982 -0.704
O 3.253 -4.638 7.425 -0.277
C 2.670 -5.374 6.360 -0.539
C 3.704 -5.705 5.298 -0.329
O 4.081 -4.597 4.486 -0.405
C 4.883 -3.590 5.098 -0.232
C 6.304 -4.024 5.407 -0.688
O 6.343 -4.875 6.543 -0.260
C 7.358 -5.853 6.464 -0.802
H 1.561 -4.180 8.526 0.329
H 2.940 -3.065 8.675 0.231
H 1.958 -3.033 7.203 0.265
H 1.847 -4.816 5.901 0.300
H 2.275 -6.307 6.782 0.392
H 3.250 -6.423 4.609 0.416
H 4.579 -6.195 5.725 0.118
H 4.390 -3.176 5.978 0.129
H 4.936 -2.783 4.363 0.392
H 6.915 -3.141 5.631 0.395
H 6.722 -4.530 4.529 0.365
H 7.273 -6.429 5.536 0.353
H 7.229 -6.539 7.301 0.232
H 8.348 -5.389 6.531 0.327
C -3.452 5.845 6.153 -0.800
O -3.438 5.360 4.827 -0.273
C -2.305 4.548 4.546 -0.690
C -2.661 3.432 3.582 -0.034
O -3.424 2.377 4.166 -0.417
C -4.783 2.657 4.494 -0.458
C -5.691 2.827 3.291 -0.240
O -5.485 4.087 2.669 -0.317
C -5.663 4.044 1.269 -0.725
H -2.658 6.584 6.300 0.330
H -4.418 6.319 6.328 0.230
H -3.339 5.025 6.871 0.349
H -1.895 4.115 5.465 0.365
H -1.545 5.192 4.088 0.379
H -1.726 2.966 3.259 0.259
H -3.144 3.815 2.683 0.113
H -4.858 3.504 5.176 0.095
H -5.129 1.779 5.047 0.468
H -6.739 2.782 3.610 0.447
H -5.501 2.009 2.583 0.069
H -5.033 3.268 0.818 0.265
H -5.356 5.007 0.862 0.294
H -6.714 3.868 1.017 0.310
C 9.878 2.718 -2.066 -0.794
O 9.449 1.536 -2.709 -0.281
C 9.207 0.470 -1.802 -0.548
C 8.048 -0.391 -2.271 -0.363
O 6.767 0.209 -2.096 -0.344
C 6.441 1.297 -2.955 -0.265
C 6.212 0.905 -4.403 -0.616
O 7.442 0.637 -5.059 -0.282
C 7.334 -0.372 -6.041 -0.790
H 10.888 2.592 -1.662 0.331
H 9.888 3.518 -2.806 0.230
H 9.186 3.002 -1.266 0.351
H 8.991 0.849 -0.797 0.337
H 10.117 -0.142 -1.762 0.404
H 8.031 -1.289 -1.648 0.407
H 8.187 -0.729 -3.298 0.094
H 7.173 2.100 -2.868 0.124
H 5.497 1.693 -2.568 0.346
H 5.726 1.732 -4.935 0.416
H 5.555 0.027 -4.438 0.335
H 6.900 -1.285 -5.618 0.354
H 8.338 -0.606 -6.393 0.233
H 6.731 -0.026 -6.887 0.324
```

The max |F| comes out at 2.23 eV/A. Its total energy is -4786.77295 Eh. The structure (SMILES) is C#CCc1c(Cl)cc(CCCC(F)(F)C(F)(F)F)c2c1Sc1c(CCC(=O)Nc3ccccc3)c(C)c(CCF)c(P(C)C)c1N2F.COCCOCCOC.COCCOCCOC.COCCOCCOC. As for the net charge: 0.

=====

[3]
Density functional theory data (ωB97M-V/def2-TZVPD) for a cluster of 13 separate species, C52H78O39 in total in a non-equilibrium geometry.

XYZ file:
```
169
Properties=species:S:1:pos:R:3:mulliken_charge:R:1
C 0.767 1.269 0.128 0.437
C -0.172 0.073 0.391 0.263
C -1.110 -0.348 -0.675 0.950
O -0.714 -1.709 -0.845 0.026
C 0.323 -2.082 -0.233 -0.055
O 0.974 -3.134 -0.294 -0.466
O 0.585 -1.007 0.616 -0.309
H 0.199 2.199 0.118 -0.042
H 1.492 1.277 -0.686 -1.034
H 1.333 1.381 1.053 0.414
H -0.725 0.350 1.288 0.273
H -1.114 0.351 -1.511 -0.862
H -2.027 -0.277 -0.088 0.373
C 3.834 2.333 -2.284 -1.097
C 4.484 3.687 -2.032 0.161
C 3.567 4.868 -2.011 0.252
O 3.822 5.354 -0.679 -0.332
C 4.783 4.799 -0.164 0.499
O 5.403 5.208 0.829 -0.653
O 5.142 3.718 -0.881 -0.250
H 3.300 2.101 -1.363 0.063
H 4.761 1.771 -2.397 0.381
H 3.354 2.020 -3.211 0.583
H 5.093 3.761 -2.933 0.385
H 2.502 4.639 -2.048 -0.367
H 3.868 5.460 -2.875 0.331
C -5.078 6.262 2.828 -1.528
C -3.731 5.592 2.878 0.666
C -3.603 4.591 3.989 -0.543
O -2.683 3.662 3.446 -0.205
C -2.589 3.781 2.165 0.695
O -1.973 3.057 1.316 -0.683
O -3.453 4.732 1.829 -0.311
H -5.312 6.334 1.765 0.360
H -4.815 7.288 3.084 0.420
H -5.951 5.822 3.311 0.337
H -2.954 6.355 2.931 0.089
H -4.587 4.129 4.065 0.312
H -3.302 5.133 4.886 0.332
C 0.646 5.946 3.582 -1.404
C 1.277 5.707 2.170 0.516
C 0.691 4.383 1.543 0.102
O 0.245 4.814 0.299 0.237
C 0.362 6.172 0.253 0.367
O -0.009 6.830 -0.677 -0.673
O 0.972 6.643 1.249 -0.370
H 0.818 5.264 4.414 0.365
H -0.413 6.171 3.459 0.153
H 1.100 6.885 3.899 0.468
H 2.340 5.515 2.318 0.286
H 0.038 3.950 2.301 0.081
H 1.487 3.658 1.378 -0.149
C -4.047 -5.063 1.739 -1.665
C -2.848 -4.540 0.887 1.827
C -1.562 -4.431 1.732 -0.515
O -0.686 -5.311 1.055 0.026
C -1.197 -5.797 -0.070 0.567
O -0.613 -6.564 -0.777 -0.609
O -2.507 -5.590 -0.148 -0.412
H -4.641 -4.435 2.403 0.192
H -3.807 -5.903 2.391 0.449
H -4.800 -5.351 1.006 0.390
H -3.133 -3.525 0.608 -0.475
H -1.650 -4.756 2.769 0.424
H -1.105 -3.442 1.726 -0.016
C 7.891 2.765 1.920 -1.307
C 6.850 2.414 2.974 0.426
C 6.102 3.626 3.556 -0.492
O 4.720 3.261 3.344 -0.393
C 4.671 1.998 2.776 0.609
O 3.591 1.467 2.584 -0.535
O 5.893 1.653 2.370 -0.169
H 7.360 3.070 1.018 0.165
H 8.562 1.959 1.626 0.366
H 8.587 3.548 2.222 0.388
H 7.240 1.808 3.792 0.310
H 6.468 4.553 3.115 0.290
H 6.254 3.618 4.635 0.339
C 2.878 -2.582 -4.298 -1.997
C 1.657 -1.966 -3.672 1.654
C 1.885 -0.668 -2.723 1.177
O 1.049 0.317 -3.261 0.473
C 0.576 -0.086 -4.471 0.102
O -0.124 0.544 -5.292 -0.627
O 0.892 -1.385 -4.708 -0.380
H 3.305 -3.105 -3.442 0.438
H 3.614 -1.925 -4.760 0.419
H 2.708 -3.474 -4.901 0.417
H 1.193 -2.848 -3.231 -0.765
H 2.859 -0.239 -2.956 0.761
H 1.807 -0.747 -1.639 -1.648
C 1.703 -6.822 2.391 -1.054
C 2.639 -7.385 1.195 0.134
C 2.301 -6.762 -0.150 0.909
O 3.528 -6.257 -0.588 -0.334
C 4.554 -6.573 0.238 0.663
O 5.763 -6.301 0.061 -0.622
O 4.037 -7.072 1.325 -0.387
H 0.764 -7.367 2.287 0.343
H 1.562 -5.749 2.260 0.067
H 2.102 -6.955 3.397 0.456
H 2.642 -8.462 1.024 0.394
H 1.491 -6.038 -0.061 -0.787
H 1.898 -7.490 -0.855 0.280
C 4.208 -1.404 -0.055 -1.220
C 3.983 -1.924 1.324 1.093
C 4.207 -3.378 1.403 -0.043
O 5.210 -3.529 2.426 -0.421
C 5.633 -2.340 2.884 0.562
O 6.603 -2.206 3.619 -0.644
O 4.894 -1.409 2.259 -0.232
H 3.918 -1.961 -0.946 0.221
H 5.242 -1.059 -0.096 0.524
H 3.594 -0.512 -0.177 -0.215
H 3.071 -1.619 1.838 0.223
H 4.686 -3.716 0.484 0.268
H 3.208 -3.776 1.578 -0.172
C -0.671 3.120 -2.986 -0.985
C -0.368 3.763 -4.382 0.155
C -0.149 5.284 -4.331 -0.455
O 1.150 5.480 -4.602 -0.308
C 1.699 4.326 -4.919 0.556
O 2.887 4.097 -5.162 -0.641
O 0.834 3.342 -4.880 -0.188
H -1.100 2.119 -3.038 0.155
H -1.357 3.660 -2.334 0.730
H 0.296 3.136 -2.483 -0.102
H -1.028 3.501 -5.209 0.492
H -0.431 5.633 -3.338 0.232
H -0.714 5.776 -5.122 0.294
C -8.485 -0.997 -1.090 -1.613
C -7.204 -1.341 -0.352 0.973
C -7.096 -2.796 0.059 -0.317
O -5.787 -3.070 -0.306 -0.192
C -5.220 -1.921 -0.956 0.577
O -4.065 -1.746 -1.240 -0.448
O -6.098 -0.968 -1.136 -0.335
H -9.307 -0.857 -0.388 0.382
H -8.703 -1.836 -1.752 0.386
H -8.407 -0.117 -1.728 0.358
H -7.195 -0.683 0.517 -0.110
H -7.755 -3.459 -0.502 0.301
H -7.242 -2.977 1.124 0.085
C -1.117 -4.486 -3.473 -1.325
C -1.619 -3.278 -4.367 1.805
C -1.155 -3.387 -5.847 -0.184
O -2.337 -3.462 -6.549 -0.315
C -3.330 -3.497 -5.692 0.377
O -4.554 -3.548 -5.978 -0.653
O -2.998 -3.387 -4.392 -0.332
H -0.941 -3.988 -2.519 -0.239
H -0.148 -4.933 -3.695 0.374
H -1.716 -5.388 -3.341 0.538
H -1.353 -2.378 -3.812 -0.572
H -0.614 -4.306 -6.070 0.240
H -0.470 -2.582 -6.116 0.283
C -5.937 -1.717 4.252 -1.486
C -5.879 -0.328 3.688 0.678
C -5.031 0.635 4.491 -0.840
O -4.335 1.353 3.486 -0.217
C -4.272 0.674 2.377 0.350
O -3.480 0.887 1.484 -0.356
O -5.271 -0.240 2.445 -0.141
H -6.216 -1.722 5.305 0.450
H -4.928 -2.119 4.336 0.326
H -6.572 -2.394 3.681 0.258
H -6.892 0.073 3.686 0.250
H -4.236 0.278 5.146 0.321
H -5.658 1.236 5.150 0.377
```

The max |F| comes out at 7.54 eV/A. Its total energy is -4962.50914 Eh. As for the net charge: 0.